This record from OMol25 describes a molecular structure, C16H37AlBr2N2 at a distorted geometry. The level of theory is ωB97M-V/def2-TZVPD.

The geometry in XYZ format:
```
58
Properties=species:S:1:pos:R:3:forces:R:3
H 1.9252 -0.1822 2.6844 -0.124 0.047 0.027
H 2.6218 1.3948 4.5482 -0.021 0.031 -0.040
H -1.9820 0.6632 -3.1280 -0.100 0.048 -0.024
H -2.2696 -0.2491 0.1510 0.087 -0.015 -0.034
H -0.8397 -4.4265 -4.5373 0.067 -0.093 0.147
C -1.3532 -0.2123 -3.3051 -0.024 0.531 0.481
H -2.9705 -3.1244 -5.6597 0.023 0.085 -0.137
Al 0.6359 -2.4276 -5.1381 0.122 -0.759 0.028
H -0.7499 3.5228 1.2616 0.013 -0.001 0.017
H 4.0371 0.6668 3.8401 0.025 0.009 -0.057
H -1.7361 1.7112 3.1151 0.006 -0.041 -0.179
H -1.9847 -0.5349 4.9476 -0.022 -0.006 0.027
C -1.0430 -0.6814 5.4814 0.120 -0.008 -0.121
H -0.5174 -0.5042 2.1421 0.222 0.020 0.011
C -1.9719 0.4966 0.8847 -0.042 -0.008 0.004
C 0.5287 -0.3706 -5.0428 0.561 -0.691 0.515
C 1.4456 1.7490 1.7486 0.101 -0.281 0.034
H -1.6797 -2.7394 -6.6190 -0.204 0.075 -0.006
C -1.1110 -3.3820 -4.7242 0.185 0.068 -0.432
H -1.8468 -0.8179 -4.0572 0.119 -0.200 -0.031
C 3.1937 1.3218 3.6250 -0.137 -0.091 0.197
C -0.1103 1.4899 4.5113 0.466 0.053 -0.069
C -0.6831 1.9797 3.1846 -0.157 0.012 0.334
H 3.0808 -2.8281 -4.2593 0.114 0.136 0.171
H -1.2939 -0.7336 -2.3529 -0.039 -0.398 -0.095
C 0.0241 0.2637 -3.7660 -0.795 0.540 -0.767
H 1.0184 -0.1211 5.3718 0.028 0.025 -0.033
H -1.1520 -0.2879 6.4922 -0.070 0.050 -0.020
H 0.0727 2.5968 0.0048 0.064 -0.038 0.022
N -0.0566 1.5821 1.8697 -0.177 0.487 -0.419
H 3.5929 2.3112 3.3975 0.021 -0.009 -0.035
H -0.8097 1.8491 5.2713 -0.085 0.051 -0.086
H -1.9448 1.8995 -0.7783 0.076 -0.021 -0.007
H -1.6193 -3.0505 -3.8133 -0.105 0.077 0.027
H 1.6232 1.6408 0.6807 -0.090 0.105 -0.042
H -2.6782 0.4230 1.7113 0.003 -0.037 0.009
C -0.5515 0.2494 1.3644 -0.198 -0.135 0.225
H -0.8659 -1.7534 5.5620 -0.061 -0.015 0.016
H 2.1123 -4.2721 -4.1694 -0.067 -0.120 0.005
H 1.9488 -3.0673 -2.8929 0.131 0.038 0.112
C 2.3955 0.7685 2.4439 0.402 0.090 0.050
Br -0.5163 0.3553 -6.5416 -0.084 0.101 0.181
H 0.7994 2.0579 4.7070 0.046 -0.086 -0.078
H -2.8212 2.4907 0.6119 0.018 -0.011 0.070
C -0.6468 2.5385 0.8159 -0.028 -0.114 -0.173
N -2.0219 -3.3704 -5.9072 0.051 -0.022 0.326
Br 1.3955 0.0337 -2.3656 -0.017 0.056 0.289
H 3.1430 0.5148 1.6895 -0.120 -0.036 -0.107
C -1.9470 1.9166 0.3096 -0.201 0.115 0.004
H 0.3235 -0.5557 3.8443 0.078 0.061 -0.038
H 1.5410 -0.0019 -5.1944 0.044 0.143 -0.301
H -0.6349 3.0671 3.1986 -0.023 0.006 0.068
H -0.0301 1.3428 -3.8974 0.264 0.162 0.218
C 0.1234 -0.0055 4.7581 -0.279 -0.142 0.272
H 1.6585 2.7847 2.0167 -0.004 -0.006 0.093
H 0.1076 -0.0094 0.5480 0.147 -0.215 -0.304
H 0.9940 -2.7733 -6.6795 -0.037 0.155 -0.077
C 2.0963 -3.1986 -3.9659 -0.291 0.225 -0.268
```
Forces are in eV/Å.

Output
* energy relative to the best compared isomer or geometry (same formula, charge and spin): 0.0 kJ/mol
* spin multiplicity: 1
* E: -166851.729 eV
* HOMO-LUMO gap: 5.6 eV
* net charge: 0

=====

This record from OMol25 describes a molecular structure, C43H47IN8OSTeW at a distorted geometry. The level of theory is ωB97M-V/def2-TZVPD.

The geometry in XYZ format:
```
103
Properties=species:S:1:pos:R:3:forces:R:3
H -1.5583 3.1112 3.5376 -0.027 -0.034 -0.013
C -0.2647 2.7960 -3.2484 0.027 0.023 -0.023
H -4.1058 2.6877 -0.6654 0.012 -0.016 0.024
C -4.3756 -0.6229 -1.0635 -0.040 -0.054 0.157
C 1.7752 6.5059 2.0873 -0.074 -0.042 0.079
H -5.9996 1.0239 4.1921 -0.014 0.001 0.004
C -2.0141 1.0137 1.9137 0.443 -0.317 -0.597
C -2.3810 1.9409 -1.6223 -0.023 -0.075 0.076
N 1.5120 -0.1545 -0.8057 -0.043 0.010 0.113
C -1.4043 -1.0117 -2.7177 0.144 0.309 0.044
H -0.2333 7.1708 1.6739 -0.011 -0.020 0.003
C 1.8574 -0.7154 -1.9723 0.011 0.017 0.065
H 5.4689 5.8902 1.1412 0.035 -0.001 -0.007
H -5.3068 -1.1830 -0.9425 0.010 -0.018 -0.021
C -2.4132 6.2353 -1.1066 -0.083 0.007 0.000
C -1.1504 -2.6720 -1.1364 -0.062 0.294 -0.350
H -3.8335 5.5943 0.3737 -0.018 -0.004 0.011
C 4.0376 3.6639 0.9068 0.061 -0.064 -0.055
C -5.3616 1.0916 -2.4148 -0.009 0.012 -0.018
C -1.8844 4.7755 0.7157 0.040 -0.050 0.025
C -1.1029 6.1518 -1.5397 0.033 0.010 -0.036
H -2.0154 -1.5657 -4.6739 -0.004 -0.001 -0.030
C -2.5354 2.6642 3.6847 0.060 0.038 -0.029
H 1.0006 1.7760 -1.9178 -0.112 0.027 -0.030
H -3.7564 -0.7963 -0.1799 -0.056 -0.008 -0.045
C -1.8910 -3.2613 -3.3424 0.012 0.239 -0.082
H 5.1275 3.6588 0.8864 -0.002 0.002 -0.013
H -3.1229 6.8431 -1.6523 -0.021 0.011 -0.003
H 3.6756 3.4154 -0.0969 -0.032 -0.003 0.021
H -2.1905 4.2385 1.6042 -0.007 0.021 -0.018
H -4.4179 0.0846 2.5324 0.005 -0.016 -0.019
N -0.2791 -2.0320 0.9311 -0.082 -0.382 -0.184
H 4.5801 0.8340 -1.0549 0.036 0.014 0.006
H -0.1352 5.9192 2.9055 0.015 0.026 0.006
H -0.7902 -5.1587 -0.0400 -0.018 -0.013 -0.035
O -2.1180 -0.2590 1.5308 0.345 -0.061 -0.216
I 4.2234 -1.0092 -3.9544 -0.013 0.010 0.029
H -2.2097 -4.0010 -4.0631 -0.010 -0.008 -0.024
C 3.5284 5.0148 1.3399 -0.020 -0.014 0.025
N -1.1132 1.6592 1.2297 -0.336 -0.164 -0.152
H -6.2614 0.4773 -2.4835 -0.003 0.000 -0.016
H 0.3619 7.5708 3.2864 -0.010 0.031 -0.016
C -1.7849 -1.9242 -3.6820 -0.068 -0.220 -0.011
H 0.1490 -4.5825 1.3516 -0.029 0.005 -0.033
C -2.9050 1.5512 2.9331 -0.163 -0.042 0.093
H 1.3020 5.7424 -2.3905 -0.006 -0.014 -0.009
H -3.1318 4.0345 5.2135 -0.003 0.013 0.014
N 2.6108 0.5057 -0.3881 -0.064 -0.156 -0.049
C 2.1849 5.2373 1.6659 0.071 -0.259 -0.092
H 2.6035 0.9482 0.5233 -0.025 0.101 -0.068
C 3.6250 0.3747 -1.2417 -0.067 0.002 0.007
C -4.1489 0.9507 3.1217 0.072 -0.013 0.032
S 1.0834 0.1239 2.2264 -0.151 0.014 -0.106
H 1.1596 -1.2929 -2.5501 -0.036 -0.009 0.025
H -5.3495 2.9952 5.5271 -0.014 0.012 0.017
N 1.1230 -1.7176 4.1040 -0.051 -0.092 -0.056
H -1.7636 3.7725 -4.4363 -0.003 0.009 -0.014
C 1.2534 5.3448 -1.3768 0.036 0.036 -0.103
H -3.5870 3.1019 -2.9480 -0.052 -0.003 0.007
C -3.6315 1.7057 -0.7646 -0.009 -0.008 0.087
C -2.5856 2.7465 -2.7435 -0.010 -0.010 0.055
H 0.8562 -2.5917 4.5253 0.018 0.003 0.006
C 3.1771 -0.4141 -2.2870 0.013 0.013 -0.053
C 0.7101 -1.4515 2.8563 0.070 0.104 -0.040
C 0.3649 6.8045 2.5116 -0.082 0.059 0.035
C -0.0374 1.9965 -2.1391 0.142 -0.118 0.097
W -0.4531 0.0741 0.2375 -0.322 0.536 0.860
H -0.7991 6.6893 -2.4303 0.013 0.006 -0.005
C -0.7362 -4.4108 0.7426 0.001 0.011 -0.009
H 0.5726 3.1480 -3.8378 0.016 0.000 -0.003
C 5.0108 8.4824 1.8232 0.071 0.068 -0.006
C -0.1545 5.3883 -0.8618 0.014 -0.044 0.059
H -1.6266 -4.6696 -1.7614 0.006 -0.018 0.054
C -0.7088 -3.0206 0.2077 0.159 0.216 0.446
H -1.3375 0.0363 -2.9767 -0.020 -0.074 0.098
H 6.0131 8.1548 1.5529 0.020 0.007 -0.003
C -4.6618 2.5876 4.7988 -0.005 0.010 0.013
H 1.9229 5.9325 -0.7480 0.019 0.021 -0.035
H 3.7149 2.8702 1.5870 0.023 0.023 0.014
C 2.7068 7.5380 2.1251 0.024 -0.050 -0.007
H -3.8653 -1.0382 -1.9431 0.095 -0.054 -0.103
N 0.0666 -2.3772 2.2057 0.031 -0.144 0.060
H -5.6685 2.1380 -2.4187 -0.010 0.018 -0.005
Te 0.8044 3.6068 1.4712 0.269 0.412 0.143
H -3.3521 1.4038 0.2380 -0.034 0.059 -0.134
C -3.4161 3.1758 4.6209 0.015 0.029 0.036
C -1.5577 3.1493 -3.5763 -0.013 0.057 -0.042
C -2.8108 5.5378 0.0240 -0.038 -0.032 -0.009
N -1.0888 -1.3460 -1.4564 -0.221 -0.446 -0.001
H -1.5975 -4.5278 1.4043 -0.001 0.005 0.015
H 1.6317 4.3205 -1.3871 0.026 -0.028 0.015
C -1.5681 -3.6340 -2.0517 0.103 0.162 0.242
C 4.4307 6.0694 1.3955 -0.022 0.026 0.035
C -1.0670 1.5027 -1.3179 0.039 0.016 -0.147
C -5.0284 1.4777 4.0503 -0.045 -0.004 0.018
H 2.3835 8.5194 2.4537 -0.016 0.035 0.007
H 1.5122 -0.9926 4.6781 -0.010 0.015 0.000
C 4.0348 7.3454 1.7740 -0.058 -0.066 -0.013
H 5.0538 8.9160 2.8227 0.006 0.015 0.016
N -4.6734 0.7813 -1.1870 0.085 0.088 0.021
H -4.7596 0.9043 -3.3195 0.017 0.007 -0.018
C -0.5620 4.7045 0.2884 0.005 -0.065 -0.103
H 4.7169 9.2765 1.1356 0.005 0.016 -0.005
```
Forces are in eV/Å.

Output
* energy relative to the best compared isomer or geometry (same formula, charge and spin): 95.8 kJ/mol
* spin multiplicity: 2
* E: -87371.090 eV
* HOMO-LUMO gap (spin up / spin down): 5.2 / 5.4 eV
* net charge: +1